Record 1
{"formula": "C3H9N4", "method": "the ωB97M-V functional and the def2-TZVPD basis", "total_charge": 1, "homo_energy_ha": [-0.486, -0.486], "relative_energy_kcal_mol": 94.5, "multiplicity": 1, "gap_ev": [8.570, 8.571], "elements": ["C", "C", "C", "N", "N", "N", "N", "H", "H", "H", "H", "H", "H", "H", "H", "H"], "positions_angstrom": [[-0.76605, 0.82932, 0.49487], [1.53315, 0.53312, 0.12143], [0.95842, -0.86020, -0.45973], [-1.86170, 1.48600, 0.77971], [0.40092, 1.39911, 0.40310], [-0.42211, -0.90219, -0.76947], [-1.03290, -2.03510, -0.48268], [2.20161, 0.25602, 0.94799], [2.16870, 0.93808, -0.69632], [1.57315, -0.95737, -1.29127], [1.37304, -1.53486, 0.33142], [-1.85764, 2.49836, 0.88264], [0.66349, 2.36670, 0.43906], [-1.70551, -2.38646, -1.14655], [-2.79632, 1.13608, 0.49183], [-0.43024, -2.76661, -0.04603]], "mulliken_charge": [0.240, -0.558, -0.513, -0.366, -0.155, -0.046, -0.294, 0.283, 0.355, 0.311, 0.405, 0.237, 0.262, 0.278, 0.267, 0.297]}

---

Record 2
{"formula": "C3H9N4", "method": "the ωB97M-V functional and the def2-TZVPD basis", "total_charge": 1, "smiles": "N[C@@H]1CC=NN1[NH3+]", "homo_energy_ha": -0.494, "relative_energy_kcal_mol": 79.7, "multiplicity": 1, "gap_ev": 9.919, "elements": ["N", "C", "C", "C", "N", "N", "N", "H", "H", "H", "H", "H", "H", "H", "H", "H"], "positions_angstrom": [[-1.43900, -0.99759, 0.54166], [-0.38480, -0.44675, -0.19368], [1.27598, -1.23894, -0.06856], [2.04421, -0.00096, 0.17594], [1.37935, 1.06388, 0.35602], [0.02349, 0.82899, 0.36873], [-0.66767, 2.01615, -0.07108], [-1.81843, -1.83801, 0.12517], [-1.21154, -1.16688, 1.51409], [-0.62406, -0.39191, -1.26037], [1.53367, -1.76574, -0.97836], [1.23949, -1.91002, 0.78172], [3.11900, 0.03626, 0.21248], [-1.46772, 2.20879, 0.55541], [-0.99859, 1.98225, -1.05607], [0.03248, 2.77730, 0.02716]], "mulliken_charge": [-0.570, -0.297, -0.618, 0.042, -0.752, 0.362, -0.300, 0.251, 0.249, 0.470, 0.315, 0.285, 0.454, 0.349, 0.344, 0.417]}

---

Record 3
{"formula": "C3H9N4O", "method": "the ωB97M-V functional and the def2-TZVPD basis", "total_charge": 1, "smiles": "CN(NC=O)C(N)=[NH2+]", "homo_energy_ha": -0.526, "relative_energy_kcal_mol": 0.0, "multiplicity": 1, "gap_ev": 11.452, "elements": ["C", "N", "N", "C", "O", "C", "N", "N", "H", "H", "H", "H", "H", "H", "H", "H", "H"], "positions_angstrom": [[0.40127, 1.02618, 1.46797], [0.40929, -0.01480, 0.45246], [1.43011, 0.05253, -0.49728], [1.16619, 0.67733, -1.69193], [0.05359, 0.96662, -2.02477], [-0.71181, -0.67421, 0.10948], [-1.84579, -0.44485, 0.76372], [-0.66510, -1.63573, -0.80782], [0.01553, 0.62626, 2.40471], [1.42939, 1.34025, 1.63886], [-0.17452, 1.90068, 1.15609], [2.37086, -0.09271, -0.15578], [2.07166, 0.81219, -2.29674], [-1.94475, 0.33213, 1.39480], [-2.67843, -0.96148, 0.53140], [-1.50743, -2.08743, -1.12306], [0.17995, -1.82295, -1.32212]], "mulliken_charge": [-1.071, 0.215, -0.423, 0.041, -0.467, 0.848, -0.369, -0.369, 0.434, 0.297, 0.399, 0.229, 0.393, 0.200, 0.211, 0.197, 0.234]}

---

Record 4
{"formula": "C3H9N5", "method": "the ωB97M-V functional and the def2-TZVPD basis", "total_charge": 0, "smiles": "[H]/N=C(\\N)CNN/C=N/[H]", "homo_energy_ha": -0.334, "relative_energy_kcal_mol": 49.1, "multiplicity": 1, "gap_ev": 9.848, "elements": ["H", "N", "C", "N", "C", "N", "N", "C", "N", "H", "H", "H", "H", "H", "H", "H", "H"], "positions_angstrom": [[-1.73065, -0.65142, -3.05232], [-1.63639, 0.15666, -2.40705], [-1.08332, -0.27610, -1.31230], [-0.66536, -1.56806, -0.94575], [-0.63108, 0.82301, -0.40185], [0.83043, 0.98610, -0.33873], [1.42306, 1.17940, 0.83860], [1.25788, 0.24386, 1.78908], [0.71728, -0.91311, 1.64627], [0.68386, -1.29252, 2.61141], [-0.56057, -1.76683, 0.07958], [-1.05941, -2.34047, -1.48608], [-0.90310, 0.68485, 0.66686], [-1.18075, 1.74871, -0.81121], [1.31328, 0.24869, -0.80071], [1.52167, 2.17275, 1.18610], [1.70316, 0.56449, 2.73810]], "mulliken_charge": [0.215, -0.649, 0.314, -0.393, -0.391, -0.318, -0.256, -0.183, -0.505, 0.207, 0.223, 0.237, 0.311, 0.242, 0.306, 0.275, 0.367]}

---

Record 5
{"formula": "C3H9N5", "method": "the ωB97M-V functional and the def2-TZVPD basis", "total_charge": 0, "smiles": "[H]/N=C(\\N)CN/C=N/N", "homo_energy_ha": -0.318, "relative_energy_kcal_mol": 38.8, "multiplicity": 1, "gap_ev": 9.681, "elements": ["H", "N", "C", "N", "C", "N", "C", "N", "N", "H", "H", "H", "H", "H", "H", "H", "H"], "positions_angstrom": [[0.21610, -3.46588, -0.10349], [0.84739, -2.75936, 0.28782], [0.16464, -1.68995, 0.38715], [-1.08891, -1.44631, -0.07467], [0.88781, -0.52033, 1.00188], [1.40127, 0.39145, 0.01956], [0.61676, 1.32153, -0.50645], [-0.65593, 1.37167, -0.24089], [-1.29201, 2.55555, -0.79922], [-1.49458, -2.19374, -0.56681], [-1.31382, -0.49692, -0.35700], [0.26388, -0.01353, 1.74368], [1.76062, -0.92407, 1.57498], [2.34069, 0.31124, -0.31708], [1.00117, 2.09861, -1.11160], [-2.26988, 2.32561, -0.97639], [-1.38519, 3.13442, 0.03856]], "mulliken_charge": [0.208, -0.648, 0.421, -0.377, -0.612, -0.122, -0.053, -0.308, -0.816, 0.222, 0.212, 0.335, 0.326, 0.232, 0.482, 0.256, 0.241]}

---

Record 6
{"formula": "C3H9NO", "method": "the ωB97M-V functional and the def2-TZVPD basis", "total_charge": -1, "homo_energy_ha": [0.051, -0.168], "relative_energy_kcal_mol": 18.9, "multiplicity": 2, "gap_ev": [2.220, 8.002], "elements": ["C", "C", "N", "C", "H", "H", "H", "H", "H", "H", "H", "H", "H", "O"], "positions_angstrom": [[-0.51205, -0.14311, -1.50260], [0.48645, -0.62604, -0.76559], [0.39949, -0.68902, 0.63130], [1.17274, -1.66308, 1.37235], [-1.49702, 0.01818, -1.09260], [-0.36319, 0.06393, -2.55326], [1.44132, -0.98485, -1.12699], [-0.45391, -0.30485, 1.01542], [1.49328, -1.22173, 2.32208], [2.09948, -1.82083, 0.82130], [0.61639, -2.58308, 1.56117], [-1.95083, 3.00182, -0.87889], [-1.18700, 3.87584, 0.11711], [-1.74516, 3.07682, 0.07920]], "mulliken_charge": [-1.553, -0.174, -0.421, -1.065, 0.596, 0.583, 0.307, 0.355, 0.351, 0.299, 0.314, 0.610, 0.836, -2.037]}

---

Record 7
{"formula": "C3H9NO", "method": "the ωB97M-V functional and the def2-TZVPD basis", "total_charge": -1, "homo_energy_ha": [0.041, -0.190], "relative_energy_kcal_mol": 43.3, "multiplicity": 2, "gap_ev": [3.332, 9.477], "elements": ["C", "C", "C", "N", "H", "H", "H", "H", "H", "H", "H", "H", "H", "O"], "positions_angstrom": [[0.86885, -0.56090, -0.71365], [-0.40797, 0.27905, -0.40978], [-1.85188, -1.25512, 0.62641], [-1.10951, -0.28297, 0.96497], [1.31523, -0.40541, -1.72171], [0.72791, -1.56480, -0.41502], [1.66018, -0.27987, 0.12426], [-0.50415, 1.37667, -0.25098], [-1.00084, -0.14515, -1.17038], [-1.77325, -1.65846, -0.37653], [-2.62818, -1.61781, 1.31268], [1.23335, 1.54099, 1.21589], [1.46543, 2.53449, 0.07007], [2.00484, 2.03929, 0.74378]], "mulliken_charge": [-1.213, -2.549, -0.932, -0.284, 0.456, 0.393, 0.286, 0.397, 1.436, 0.347, 0.526, 0.502, 0.362, -0.728]}

---

Record 8
{"formula": "C3H9NO", "method": "the ωB97M-V functional and the def2-TZVPD basis", "total_charge": -1, "homo_energy_ha": [0.038, -0.164], "relative_energy_kcal_mol": 26.2, "multiplicity": 2, "gap_ev": [2.980, 8.284], "elements": ["C", "C", "N", "C", "H", "H", "H", "H", "H", "H", "H", "H", "H", "O"], "positions_angstrom": [[-1.09926, 1.09589, 1.26854], [-0.91916, -0.14255, 0.75073], [0.35135, -0.65615, 0.44663], [0.40118, -1.98706, -0.15898], [-0.31991, 1.89005, 1.26622], [-2.18686, 1.44518, 1.38585], [-1.74876, -0.90160, 0.71073], [0.89498, 0.07587, -0.11399], [0.98692, -2.64114, 0.55096], [-0.55031, -2.29726, -0.52537], [1.00024, -1.92203, -1.12387], [0.43201, 2.08662, -1.76897], [1.71720, 2.34735, -1.33971], [1.04041, 1.60682, -1.34878]], "mulliken_charge": [-0.875, -0.127, -0.406, -1.069, 0.424, 0.241, 0.173, 0.260, 0.288, 0.413, 0.279, 0.398, 0.765, -1.764]}

---

Record 9
{"formula": "C3H9NO", "method": "the ωB97M-V functional and the def2-TZVPD basis", "total_charge": 0, "smiles": "C=CCN.O", "homo_energy_ha": -0.323, "relative_energy_kcal_mol": 42.1, "multiplicity": 1, "gap_ev": 9.789, "elements": ["C", "C", "C", "N", "H", "H", "H", "H", "H", "H", "H", "O", "H", "H"], "positions_angstrom": [[-1.45476, -0.52784, -0.14549], [-0.96172, 0.60414, -0.64000], [-1.74300, 1.89743, -0.52930], [-3.15684, 1.71011, -0.63115], [-1.02017, -1.51699, -0.12444], [-2.39054, -0.49871, 0.40518], [0.08284, 0.66137, -0.91251], [-1.39877, 2.55255, -1.34963], [-1.31651, 2.40464, 0.33572], [-3.76327, 2.46389, -0.37666], [-3.44101, 1.25680, -1.47558], [6.12956, -3.16426, 1.48469], [5.71374, -2.28395, 1.60948], [5.81334, -3.65026, 2.26708]], "mulliken_charge": [-0.672, -0.254, -0.305, -0.555, 0.279, 0.242, 0.319, 0.258, 0.327, 0.175, 0.187, -0.645, 0.323, 0.322]}

---

Record 10
{"formula": "C3H9NO", "method": "the ωB97M-V functional and the def2-TZVPD basis", "total_charge": 0, "smiles": "C/C=C/N.O", "homo_energy_ha": -0.285, "relative_energy_kcal_mol": 31.4, "multiplicity": 1, "gap_ev": 8.447, "elements": ["C", "C", "C", "N", "H", "H", "H", "H", "H", "H", "H", "O", "H", "H"], "positions_angstrom": [[-1.33215, 1.30118, 1.92296], [-0.58529, 0.44828, 1.02884], [0.66364, 0.58262, 0.65514], [1.45737, -0.18559, -0.22835], [-1.96301, 0.82049, 2.73473], [-2.04434, 1.95863, 1.35058], [-0.64199, 1.96548, 2.49377], [-1.22627, -0.21478, 0.37907], [1.30679, 1.36361, 1.09323], [2.17827, 0.42740, -0.57879], [0.95899, -0.76593, -0.92273], [-0.04624, -1.74339, -2.61390], [-0.45786, -1.76342, -3.47976], [-0.41935, -2.53773, -2.20207]], "mulliken_charge": [-0.955, -0.104, -0.043, -0.477, 0.273, 0.210, 0.285, 0.181, 0.222, 0.245, 0.191, -0.650, 0.307, 0.314]}

---

Record 11
{"formula": "C3H9NO", "method": "the ωB97M-V functional and the def2-TZVPD basis", "total_charge": 0, "smiles": "CCNCO", "homo_energy_ha": -0.327, "relative_energy_kcal_mol": 28.2, "multiplicity": 1, "gap_ev": 9.993, "elements": ["C", "C", "N", "C", "O", "H", "H", "H", "H", "H", "H", "H", "H", "H"], "positions_angstrom": [[1.79467, 0.10577, 0.69293], [1.08856, 0.57048, -0.54880], [-0.08336, -0.25462, -0.91203], [-1.34571, 0.07242, -0.38494], [-1.56263, -0.39879, 0.97844], [2.45822, 0.94246, 0.98670], [2.40938, -0.79636, 0.63647], [1.24258, -0.00864, 1.62514], [0.70140, 1.58296, -0.41912], [1.76576, 0.63990, -1.40072], [0.19815, -1.18685, -1.15132], [-2.10156, -0.41715, -1.00497], [-1.45760, 1.14628, -0.28411], [-1.11388, -1.22766, 1.11608]], "mulliken_charge": [-1.035, -0.418, -0.275, -0.288, -0.542, 0.319, 0.314, 0.315, 0.287, 0.314, 0.205, 0.286, 0.224, 0.294]}

---

Record 12
{"formula": "C3H9NO", "method": "the ωB97M-V functional and the def2-TZVPD basis", "total_charge": 0, "smiles": "NCCCO", "homo_energy_ha": -0.358, "relative_energy_kcal_mol": 60.6, "multiplicity": 1, "gap_ev": 10.716, "elements": ["N", "C", "C", "C", "O", "H", "H", "H", "H", "H", "H", "H", "H", "H"], "positions_angstrom": [[-1.26592, 0.90902, -1.61070], [-0.80833, 0.81976, -0.13900], [-0.54533, -0.53559, 0.59482], [0.83131, -1.00659, 0.37216], [1.90963, -0.27825, 0.90155], [-2.13046, 1.49519, -1.58123], [-1.81869, 0.10733, -1.91271], [0.15581, 1.24782, -0.47461], [-1.03776, 1.68579, 0.55082], [-1.33927, -1.19253, 0.08640], [-0.91913, -0.63064, 1.62676], [1.10280, -2.03742, 0.63130], [1.09298, -1.09889, -0.66653], [1.61219, 0.62075, 0.83445]], "mulliken_charge": [-0.662, -0.489, -0.319, -0.573, -0.518, 0.234, 0.247, 0.200, 0.364, 0.211, 0.290, 0.373, 0.326, 0.317]}